# 1
This record from the OMol25 dataset describes a structure of composition C4H7N3. The level of theory is wB97M-V/def2-TZVPD.

```
14
Properties=species:S:1:pos:R:3:nbo_charge:R:1
C 0.75976 -0.57894 -0.89277 -0.561
C 1.28690 0.56253 -0.06264 -0.217
N 0.45200 0.54144 1.13429 -0.588
C -0.85782 0.18694 0.94376 0.345
N -1.81711 0.40769 1.74859 -0.661
C -0.92403 -0.48326 -0.37771 0.153
N -1.81208 -0.87748 -1.18047 -0.516
H -0.74908 -0.87282 -1.61107 0.442
H 1.14142 -1.55711 -0.57222 0.227
H 1.03432 -0.46253 -1.97264 0.233
H 1.19094 1.50974 -0.61669 0.182
H 2.33385 0.42667 0.21078 0.206
H 0.63697 1.18666 1.88316 0.404
H -2.67605 0.01047 1.36563 0.351
```

LUMO: 0.608 eV
Highest occupied orbital energy: -9.2 eV
Molecular weight: 97.12 g mol⁻¹
Maximum force: 4.84 eV Å⁻¹
Orbital gap: 9.81 eV



# 2
This record from the OMol25 dataset describes a cluster of 7 separate species, C40H88N7O7 in total. The level of theory is wB97M-V/def2-TZVPD.

```
142
Properties=species:S:1:pos:R:3:mulliken_charge:R:1
N 0.07737 0.16661 0.09419 0.527
O 0.59792 -0.89419 -0.18022 -0.407
O -0.15893 0.40789 1.27162 -0.325
O -0.07916 1.05186 -0.76683 -0.739
C 2.81794 -3.02409 1.35188 -0.769
C 4.32536 -3.25242 1.08398 0.135
O 4.79904 -3.22856 -0.00167 -0.424
N 5.19622 -3.69396 2.23516 -0.092
H 4.63864 -4.15333 2.94098 0.412
H 5.76342 -4.43705 1.85280 0.413
C 6.15090 -2.57834 2.83381 -0.553
H 2.40591 -2.53302 0.47030 0.013
H 2.59521 -2.32444 2.15748 0.413
H 2.28895 -3.94216 1.60763 0.622
H 5.56412 -1.67785 3.01526 0.193
H 6.91987 -2.41987 2.07772 0.345
H 6.61590 -2.99353 3.72795 0.382
C -3.92413 1.05553 7.48753 -1.135
C -2.51974 0.91198 7.00033 0.654
O -1.54897 1.01190 7.70399 -0.350
N -2.41565 0.37763 5.53378 -0.098
H -2.72244 -0.56435 5.33720 0.406
H -3.05346 0.89610 4.94683 0.444
C -1.05484 0.51390 4.90970 -1.190
H -3.96835 1.05693 8.57663 0.350
H -4.66930 0.34348 7.13283 0.381
H -4.15176 2.07674 7.18186 0.358
H -0.98129 1.58923 4.74730 0.460
H -1.01145 0.10875 3.89872 0.273
H -0.35914 0.12558 5.65355 0.440
C 0.48374 4.35044 1.19464 -1.705
C 1.60917 3.90497 2.18496 1.392
C 0.92237 3.36417 3.46403 -0.939
C 1.86142 2.77823 4.43014 -0.900
C 2.54956 1.58195 3.79656 -1.154
C 3.36130 1.84199 2.49214 1.746
N 2.41266 2.71324 1.59032 0.930
O 2.71350 2.80354 0.23715 -0.217
C 3.52465 0.44374 1.77893 -1.206
C 4.74232 2.55958 2.78770 -1.489
C 2.52090 5.11271 2.49502 -1.536
H -0.31298 4.96069 1.62001 0.429
H 0.06797 3.48842 0.67295 0.263
H 0.99006 4.87205 0.38245 0.472
H 0.13128 2.67618 3.16579 -0.142
H 0.40603 4.16767 3.98927 0.479
H 1.29580 2.43987 5.29828 0.561
H 2.55715 3.49300 4.86965 0.478
H 1.78168 0.83210 3.60629 0.110
H 3.03982 0.94653 4.53412 0.592
H 3.94428 -0.37291 2.36637 -0.148
H 4.10073 0.58835 0.86498 0.468
H 2.51947 0.21813 1.42280 0.087
H 5.50020 1.84169 3.10128 0.415
H 4.69647 3.33360 3.55380 0.312
H 5.11154 3.10862 1.92148 0.428
H 3.15524 4.91989 3.36019 0.373
H 1.83346 5.89772 2.81016 0.426
H 3.20229 5.38162 1.68787 0.385
C 4.98119 -1.16407 -3.57818 -1.862
C 3.96386 0.03026 -3.63631 1.759
C 4.61474 1.28592 -4.22242 -1.138
C 4.89330 1.25522 -5.75944 -0.722
C 3.48204 1.11879 -6.37594 -1.051
C 2.85174 -0.28527 -6.03016 1.228
N 2.81225 -0.43853 -4.49832 0.684
O 1.89803 -1.25936 -3.89417 -0.191
C 3.65368 -1.49990 -6.51802 -1.481
C 1.31000 -0.29436 -6.47309 -1.710
C 3.40230 0.37449 -2.20267 -2.280
H 4.56035 -2.13998 -3.33609 0.375
H 5.72923 -1.06060 -2.79216 0.454
H 5.53000 -1.23486 -4.51728 0.464
H 5.63651 1.35266 -3.84876 0.413
H 4.16309 2.21713 -3.88045 0.444
H 5.57826 0.48527 -6.11454 0.349
H 5.28449 2.23853 -6.02054 0.415
H 3.66453 1.15446 -7.44997 0.446
H 2.88949 1.97970 -6.06640 0.381
H 3.70479 -2.34998 -5.83769 0.378
H 4.70375 -1.29028 -6.72180 0.318
H 3.20149 -1.92369 -7.41468 0.451
H 1.21710 -0.04616 -7.53039 0.448
H 0.71501 0.39489 -5.87391 0.431
H 0.94722 -1.32144 -6.43296 0.441
H 4.05582 0.75546 -1.41789 0.586
H 3.06204 -0.57919 -1.79917 0.395
H 2.49584 0.97657 -2.26525 0.498
C -3.92761 -1.01311 1.87173 -0.703
C -3.31622 -2.41867 1.65094 -0.476
C -2.56353 -2.56305 0.32615 -0.022
N -1.83984 -3.90899 0.13690 0.500
C -0.93750 -4.26584 1.33732 -1.059
C -2.86729 -5.09266 0.03489 -0.319
C -2.88825 -5.58167 -1.41255 -0.703
C -2.09938 -4.51522 -2.23588 -0.637
C -1.11686 -3.97571 -1.25809 -0.350
H -3.19836 -0.21560 1.72939 -0.101
H -4.35310 -0.93989 2.87258 0.527
H -4.75449 -0.84525 1.18165 0.066
H -4.19344 -3.06560 1.64283 0.346
H -2.75683 -2.66910 2.55230 0.386
H -1.67877 -1.93665 0.21260 -0.493
H -3.11458 -2.44600 -0.60700 0.436
H -1.65679 -4.43856 2.13789 0.489
H -0.41079 -3.32362 1.48870 0.164
H -0.31506 -5.13011 1.10558 0.463
H -2.61470 -5.93620 0.67735 0.428
H -3.86753 -4.77595 0.33037 0.206
H -2.42802 -6.55977 -1.55256 0.319
H -3.89751 -5.65303 -1.81802 0.375
H -1.76712 -4.97565 -3.16632 0.469
H -2.74529 -3.67489 -2.49035 0.195
H -0.22160 -4.57248 -1.08350 0.451
H -0.80692 -2.96603 -1.52753 0.121
C -8.16788 0.34197 -1.41240 -1.541
C -6.77957 0.91648 -1.08742 0.258
C -6.08986 1.26806 -2.41198 -0.842
N -4.63976 1.80626 -2.16587 0.509
C -4.00507 1.94023 -3.59719 -1.169
C -3.75201 0.88653 -1.27685 -0.591
C -3.44873 1.77559 -0.01673 0.789
C -3.39942 3.18064 -0.57943 -0.853
C -4.53875 3.21206 -1.60688 -0.637
H -8.80293 0.95773 -2.04931 0.405
H -8.78585 0.06742 -0.55751 0.385
H -8.06933 -0.54247 -2.04181 0.376
H -6.27721 0.12513 -0.53110 0.040
H -6.90463 1.83132 -0.50815 0.320
H -6.61760 2.00820 -3.01347 0.478
H -6.01331 0.33501 -2.97023 0.360
H -4.07611 0.92155 -3.97845 0.430
H -2.95782 2.23358 -3.52435 0.390
H -4.68538 2.62999 -4.09668 0.479
H -2.79361 0.64882 -1.73843 0.190
H -4.23515 -0.07248 -1.08986 0.032
H -2.49769 1.60334 0.48720 -0.685
H -4.16554 1.67035 0.79764 0.461
H -2.43405 3.42150 -1.02457 0.218
H -3.50531 3.95150 0.18389 0.543
H -4.41082 4.02776 -2.31848 0.341
H -5.47158 3.35684 -1.06194 0.267
```

LUMO: -13.838 eV
Net charge: +5
Highest occupied orbital energy: -19.2 eV
Molecular weight: 779.19 g mol⁻¹
Maximum force: 9.23 eV Å⁻¹
Orbital gap: 5.36 eV



# 3
This record from the OMol25 dataset describes a structure of composition C16H11Cl5N2O6Pt. The level of theory is wB97M-V/def2-TZVPD.

```
41
Properties=species:S:1:pos:R:3:nbo_charge:R:1
Pt 0.25016 -0.21960 -0.47154 0.750
O -1.05830 3.90897 3.87028 -0.675
C -1.07751 2.92793 2.94916 0.786
O -1.91123 2.85684 2.08728 -0.602
C 0.08616 1.99146 3.15247 -0.191
O -0.17550 0.77979 2.49454 -0.518
C 0.90828 -0.12813 2.61504 -0.186
C 2.09524 0.29425 1.74640 0.750
O 3.15875 0.57702 2.25081 -0.605
O 1.88290 0.42481 0.45519 -0.727
H -1.79387 4.50442 3.66487 0.494
H 0.24239 1.84338 4.22620 0.204
H 0.97662 2.50417 2.75864 0.226
H 0.53971 -1.10341 2.29472 0.210
H 1.25735 -0.18815 3.64865 0.194
N 0.98116 6.38432 -0.17332 -0.817
C 0.97977 5.13809 0.37860 0.657
O 1.63496 4.84589 1.35645 -0.583
C 0.05405 4.14072 -0.25008 -0.183
C -1.18405 4.46643 -0.77920 -0.118
C -2.00548 3.44198 -1.22013 -0.240
C -1.55617 2.14233 -1.12106 0.083
N -0.35174 1.82459 -0.63414 -0.472
C 0.43619 2.80840 -0.20464 0.103
H 1.66298 7.03074 0.18954 0.410
H 0.67030 6.52150 -1.11897 0.394
H -1.52365 5.49422 -0.80716 0.225
H -2.99251 3.63825 -1.61233 0.233
H -2.18479 1.32026 -1.43234 0.205
H 1.40084 2.52194 0.19133 0.263
Cl -1.48776 -1.34810 -1.69120 0.088
C -0.45250 -2.70348 -1.19173 0.042
C 0.60551 -2.19201 -0.47578 -0.276
C 1.52028 -3.13014 -0.01469 -0.077
Cl 2.88748 -2.61970 0.89997 0.063
C 1.33672 -4.49199 -0.28857 -0.078
Cl 2.47882 -5.64042 0.28556 0.067
C 0.23560 -4.93904 -1.02503 -0.087
Cl 0.01830 -6.61068 -1.35728 0.064
C -0.69952 -4.01951 -1.49891 -0.142
Cl -2.07698 -4.47683 -2.41208 0.064
```

LUMO: -0.320 eV
Highest occupied orbital energy: -8.9 eV
Molecular weight: 699.61 g mol⁻¹
Maximum force: 0.25 eV Å⁻¹
Orbital gap: 8.56 eV



- Number 3 is which compound?
  C16H11Cl5N2O6Pt



- Number 3 is which compound?
  C16H11Cl5N2O6Pt